Below is 13 unconnected molecules or ions with the total composition C78H195N13O26 at a distorted geometry, with properties calculated with ωB97M-V/def2-TZVPD.

- HOMO level: -8.237 eV
- 2S+1: 1
- E: -156635.5721 eV
- Energy above the lowest of the compared OMol25 structures with the same formula, charge and spin: 0.0 kcal/mol
- Max |F|: 2.25 eV Å⁻¹
- LUMO energy: 0.469 eV
- Orbital gap: 8.7 eV

XYZ file:
```
312
Properties=species:S:1:pos:R:3:forces:R:3
C -6.7024 -2.1601 -0.1742 -0.9 0.3 0.7
O -6.8375 -1.6443 1.1569 0.4 -0.3 0.1
C -7.1241 -2.6583 2.1112 -0.4 -1.0 -0.5
C -6.9615 -2.1896 3.5456 -0.5 0.7 -0.8
N -8.0013 -1.2550 4.0378 0.5 -0.8 0.0
C -9.2688 -1.9209 4.2759 -0.3 -0.5 0.2
C -10.2648 -0.9990 4.9399 -0.5 0.0 0.2
O -11.4875 -1.7029 5.0638 0.2 0.0 -0.1
C -12.4910 -0.9973 5.7738 0.7 -0.6 -0.3
H -6.2509 -1.3857 -0.8000 0.1 -0.3 0.2
H -7.6936 -2.4131 -0.5639 -0.1 0.1 -0.2
H -6.1510 -3.0928 -0.1559 0.6 -0.1 -0.1
H -6.5120 -3.5705 1.9718 0.6 0.5 -0.1
H -8.1155 -3.0986 1.9279 -0.3 0.5 0.1
H -5.9686 -1.7394 3.5870 0.0 0.2 0.3
H -6.9516 -3.0906 4.1570 -0.1 0.1 0.3
H -8.1337 -0.4760 3.4028 0.2 -0.1 -0.1
H -9.1327 -2.7879 4.9231 0.4 0.1 0.4
H -9.7558 -2.4019 3.4127 0.1 0.5 -0.3
H -10.4068 -0.0950 4.3435 -0.1 0.2 -0.2
H -9.9424 -0.6643 5.9318 0.3 -0.1 0.0
H -12.1070 -0.6737 6.7436 -0.1 0.0 0.2
H -13.2790 -1.7406 5.8736 -0.3 0.4 0.2
H -12.8086 -0.1171 5.2181 -0.3 0.1 -0.1
C -6.1008 9.5820 5.0295 0.2 0.8 -0.6
O -5.7616 9.2038 3.7094 0.6 -0.5 0.1
C -4.3663 9.0572 3.5161 0.7 -0.1 0.0
C -4.0671 8.5963 2.1115 0.8 1.2 -0.7
N -4.0775 7.1711 1.8977 -0.3 0.5 0.3
C -3.5328 6.8029 0.6026 0.2 -0.3 0.1
C -3.5771 5.3244 0.4442 -0.8 -1.7 -0.1
O -4.9481 4.9295 0.4043 -0.2 0.3 0.7
C -5.1458 3.5327 0.5552 1.4 0.4 -0.8
H -5.8408 8.8221 5.7640 -0.6 -0.4 0.0
H -7.1405 9.9057 4.9321 0.0 -0.5 0.7
H -5.5340 10.4586 5.3670 0.1 0.2 -0.3
H -3.8501 8.3583 4.1848 -0.6 -0.3 0.4
H -3.8713 10.0098 3.7044 0.0 0.4 -0.1
H -3.0700 8.9092 1.7827 0.1 0.2 0.6
H -4.6884 9.2430 1.4687 -0.5 -0.6 -0.3
H -5.0367 6.8857 2.0093 -0.2 -0.7 -0.3
H -2.4824 7.0879 0.5317 0.1 0.3 0.2
H -4.0406 7.2617 -0.2384 -0.3 0.3 -0.3
H -3.0894 4.8016 1.2673 0.1 0.2 0.5
H -3.1106 4.8849 -0.4480 0.2 0.6 -0.3
H -6.1822 3.3613 0.2878 0.0 -0.4 0.3
H -4.7903 3.1119 1.5093 -0.6 0.4 0.2
H -4.4542 3.0678 -0.1638 -0.5 -0.4 -0.3
C 3.1289 0.5197 6.7977 -0.1 0.3 0.3
O 1.9628 -0.1772 7.1242 -0.8 -0.2 0.4
C 1.3191 -0.8565 6.0234 0.9 0.6 1.2
C -0.1489 -0.9867 6.2795 0.1 -0.1 0.6
N -0.4728 -1.7721 7.4811 -0.4 0.1 -0.6
C -1.8835 -1.5938 7.8861 1.2 -0.6 0.2
C -2.8587 -2.2543 6.9552 -1.0 0.1 0.0
O -4.1559 -2.0545 7.4868 -1.0 -0.2 0.4
C -5.1287 -2.9011 6.8881 0.1 0.0 0.6
H 3.4678 1.0807 7.6753 -0.3 0.0 0.0
H 2.9040 1.2377 6.0033 0.4 0.0 -0.2
H 3.9543 -0.1454 6.5598 0.2 -0.2 -0.5
H 1.7998 -1.8319 5.9913 0.1 -0.3 -0.7
H 1.4512 -0.2216 5.1465 0.1 -0.4 -0.4
H -0.5348 -1.4943 5.3944 -0.4 0.1 -0.1
H -0.5375 0.0339 6.3372 -0.3 0.0 -0.2
H 0.1135 -1.4728 8.2502 0.1 0.1 -0.1
H -2.1331 -0.5361 7.9760 -0.2 0.2 0.1
H -1.9661 -2.1042 8.8461 -0.2 0.3 0.2
H -2.7734 -3.3380 6.9010 0.9 -0.1 -0.3
H -2.8638 -1.7754 5.9782 0.4 -0.3 -0.5
H -6.0506 -2.9000 7.4746 0.1 0.5 0.0
H -4.8402 -3.9591 6.8740 0.4 0.1 -0.1
H -5.3539 -2.5867 5.8787 -0.1 0.1 -0.4
C -5.4486 1.4510 4.4031 -0.2 1.0 0.6
O -4.1297 1.8636 4.2273 1.5 0.0 0.4
C -3.1720 0.8016 4.2696 -0.6 -0.3 -0.5
C -1.8880 1.2724 3.6450 0.7 -0.2 -0.9
N -1.0254 1.9081 4.6084 -0.2 0.4 0.7
C 0.1294 2.6240 4.1026 -0.4 0.8 -0.1
C 0.3289 3.8742 4.9610 0.2 -0.9 1.2
O -0.8873 4.5716 5.2010 0.3 -0.1 -1.2
C -1.3873 5.2112 4.0257 -0.4 1.1 0.5
H -6.0249 2.3751 4.5525 0.0 -0.2 -0.4
H -5.5781 0.9205 5.3509 -0.1 -0.7 -0.3
H -5.7619 0.9545 3.4869 -0.5 -0.5 0.2
H -3.5866 -0.0510 3.7183 0.0 0.0 -0.3
H -2.9774 0.3891 5.2660 -0.2 0.5 0.3
H -2.1217 1.8819 2.7617 -0.2 0.4 0.2
H -1.3301 0.4573 3.1802 -0.1 -0.5 0.2
H -1.5919 2.6047 5.0829 0.0 0.0 0.2
H -0.0362 2.9689 3.0828 0.1 -0.2 -0.5
H 1.0511 2.0432 4.1355 0.0 -0.2 -0.1
H 1.1780 4.4761 4.6029 -0.5 0.3 -0.2
H 0.6114 3.5245 5.9626 0.1 0.1 -0.1
H -2.2010 5.8624 4.3549 0.1 0.1 0.1
H -1.8734 4.6355 3.2278 0.5 -0.8 0.3
H -0.6068 5.8482 3.6107 0.1 0.0 -0.3
C 7.6881 -2.8153 -7.1112 -0.9 -0.3 0.1
O 6.9311 -1.9238 -6.3411 -0.9 0.6 0.7
C 5.5456 -2.2651 -6.2496 0.3 -0.2 -0.3
C 4.7827 -1.3066 -5.3643 0.6 1.1 0.0
N 3.3825 -1.6323 -5.3564 -0.8 -0.5 0.7
C 2.5046 -0.6705 -4.7056 -0.3 0.5 -0.4
C 1.0180 -1.0251 -4.7457 0.6 -0.8 0.0
O 0.5284 -1.4402 -3.4557 0.7 0.5 -0.9
C -0.7739 -1.9660 -3.5622 0.3 0.1 0.9
H 8.6798 -2.3809 -7.1467 0.2 -0.2 -0.4
H 7.1769 -2.9605 -8.0720 0.6 0.2 -0.3
H 7.7002 -3.8180 -6.6687 0.2 0.1 0.3
H 5.4450 -3.2711 -5.8413 0.0 -0.3 0.0
H 5.0695 -2.2524 -7.2382 0.2 -0.1 -0.1
H 4.8847 -0.2894 -5.7494 0.1 0.1 -0.3
H 5.2712 -1.2487 -4.3856 -0.1 -0.2 0.4
H 3.2750 -2.5104 -4.8671 0.1 -0.3 -0.3
H 2.6427 0.2240 -5.3145 -0.1 0.4 0.5
H 2.6647 -0.4482 -3.6420 0.7 0.1 -0.1
H 0.9164 -1.8560 -5.4499 -0.4 0.0 -0.2
H 0.4668 -0.1585 -5.0962 -0.4 0.1 0.0
H -0.7340 -2.9822 -3.9455 -0.3 -0.2 -0.2
H -1.4258 -1.3259 -4.1540 -0.1 -0.1 -0.2
H -1.1243 -1.9734 -2.5290 -0.4 -0.2 -0.1
C 11.4990 3.0642 1.9075 0.5 -0.6 -1.2
O 11.5231 2.0896 0.8590 -0.2 -0.3 0.1
C 10.4981 1.1216 0.9061 -1.3 0.2 0.5
C 9.1465 1.5748 0.3152 0.2 -0.8 -1.3
N 8.1297 0.4990 0.4918 0.7 0.4 0.5
C 6.8999 0.7678 -0.2647 0.6 0.5 0.4
C 5.6386 -0.0298 0.0911 0.7 0.4 -0.6
O 5.1226 0.1599 1.3772 0.4 0.2 0.5
C 5.8474 -0.4893 2.4320 -0.8 0.4 -0.9
H 10.4898 3.4377 2.0136 -0.2 0.4 0.3
H 12.2033 3.8154 1.5459 -0.3 0.3 0.3
H 11.8871 2.6452 2.8285 -0.1 -0.1 0.4
H 10.1991 0.8370 1.9211 0.8 -0.2 0.4
H 10.8109 0.2260 0.3734 0.2 0.1 0.0
H 9.3345 1.6670 -0.7582 -0.3 0.2 -0.1
H 8.8146 2.5547 0.6798 0.0 0.0 0.2
H 7.9281 0.4961 1.4848 -0.1 -0.1 -0.2
H 7.1590 0.5783 -1.3087 -0.3 0.0 -0.1
H 6.6945 1.8429 -0.1629 -0.5 0.0 -0.2
H 5.7905 -1.0943 -0.0990 0.1 -0.2 -0.1
H 4.8916 0.3594 -0.6101 -0.1 -0.3 0.1
H 6.7886 -0.0061 2.6722 -0.1 0.4 0.4
H 6.1185 -1.4885 2.1060 -0.2 -0.5 0.3
H 5.1249 -0.4316 3.2455 0.5 -0.4 0.3
C -1.5450 4.5371 -6.3503 -0.5 -0.8 0.5
O -2.1561 3.5267 -5.5629 -0.6 -0.1 0.1
C -1.3095 2.6619 -4.8245 -1.0 0.0 0.1
C -2.0818 1.3625 -4.5966 0.2 -0.8 -0.2
N -3.3702 1.5495 -3.9265 -0.2 0.4 -0.3
C -4.2398 0.3608 -3.8705 -0.1 -0.1 0.4
C -5.6959 0.6787 -3.3993 0.5 0.0 0.2
O -6.6122 -0.2353 -3.9663 -0.5 -0.2 -0.4
C -7.9912 -0.0367 -3.6264 0.3 -0.9 -0.4
H -2.3703 4.9640 -6.9267 0.4 0.1 0.0
H -0.8148 4.0610 -7.0053 0.2 0.3 -0.2
H -1.0883 5.2805 -5.6991 0.2 0.3 -0.1
H -1.0956 3.0864 -3.8397 0.3 0.3 0.0
H -0.4090 2.4953 -5.4047 0.5 -0.3 0.2
H -1.4795 0.6791 -3.9884 0.1 0.3 0.1
H -2.1550 0.8562 -5.5786 -0.3 0.1 0.1
H -3.8258 2.2892 -4.4485 -0.3 0.0 0.1
H -3.7658 -0.3535 -3.1889 -0.1 0.0 0.0
H -4.3243 -0.1562 -4.8269 -0.1 0.0 -0.4
H -5.9015 1.7040 -3.7178 -0.3 0.2 0.1
H -5.8211 0.5931 -2.3094 0.4 0.4 0.0
H -8.5764 -0.8688 -4.0309 0.5 -0.1 -0.3
H -8.4281 0.8478 -4.0790 0.2 0.5 0.2
H -8.1949 -0.1135 -2.5615 0.3 0.5 0.4
C 3.7784 -4.7805 4.3602 -0.1 -0.6 0.4
O 2.9748 -5.9287 4.1872 -1.3 -0.1 -0.5
C 1.7192 -5.7151 3.5103 0.3 -0.6 -0.3
C 0.9278 -7.0369 3.4360 0.7 0.1 -0.1
N -0.2756 -6.9023 2.5971 0.8 0.5 1.0
C -1.0873 -8.0842 2.5860 -1.4 -1.0 0.0
C -2.4040 -7.9124 1.8197 0.3 0.6 -0.5
O -3.3877 -7.1520 2.5158 -0.1 -0.7 0.0
C -4.4491 -6.7014 1.6793 0.4 -0.1 -0.6
H 4.1159 -4.4012 3.3978 0.3 0.1 -0.1
H 4.5914 -5.1382 4.9948 0.3 0.2 -0.4
H 3.3018 -3.9853 4.9300 -0.5 0.2 -0.1
H 1.8501 -5.3820 2.4743 0.4 0.2 0.0
H 1.1184 -4.9604 4.0242 0.0 0.1 0.2
H 0.8015 -7.3553 4.4776 -0.6 -0.2 0.0
H 1.5219 -7.8192 2.9633 0.4 0.1 0.0
H -0.7865 -6.1130 2.9703 -0.6 0.1 -0.1
H -1.3153 -8.5383 3.5616 -0.1 0.5 0.4
H -0.6121 -8.9424 2.1022 0.6 0.4 -0.4
H -2.7629 -8.8931 1.4871 -0.3 -0.1 0.4
H -2.1889 -7.3778 0.8889 0.2 0.0 -0.2
H -4.1188 -5.7988 1.1574 -0.2 0.4 0.2
H -5.3532 -6.5727 2.2723 0.2 0.3 0.2
H -4.7298 -7.3658 0.8447 0.3 -0.4 0.4
C -0.4003 8.8424 2.7572 0.1 -0.6 0.6
O 0.6272 7.8519 2.7786 0.4 0.4 -0.1
C 1.5618 8.0204 1.7087 -0.1 -0.4 -0.2
C 2.7947 7.0760 1.7784 -0.8 0.9 -0.5
N 3.6506 7.3392 0.5759 -0.8 -1.3 1.3
C 4.7185 6.3257 0.4057 -0.8 0.2 -0.2
C 4.2221 4.9072 0.0746 -0.3 -0.3 0.3
O 3.7283 4.1380 1.1781 0.5 0.7 0.0
C 3.0870 2.9158 0.7810 -0.4 1.8 1.0
H -0.8401 8.9742 1.7714 0.1 0.0 -0.3
H -0.0882 9.8128 3.1555 0.4 0.0 -0.2
H -1.1805 8.4809 3.4273 0.0 -0.1 -0.1
H 1.9049 9.0539 1.6611 0.1 0.3 0.1
H 1.0082 7.8271 0.7871 0.2 0.0 -0.3
H 2.4467 6.0446 1.7536 0.2 0.0 0.0
H 3.2993 7.2669 2.7301 0.2 -0.2 0.0
H 4.0324 8.2684 0.6685 0.3 0.0 -0.1
H 5.4053 6.2398 1.2504 0.1 0.2 0.1
H 5.2362 6.6888 -0.4863 0.4 -0.3 0.2
H 5.0672 4.3455 -0.3295 0.2 0.1 -0.4
H 3.4270 4.9657 -0.6735 0.0 0.1 -0.3
H 2.2929 3.2334 0.0974 0.1 -0.8 -0.4
H 2.6026 2.5886 1.7057 0.1 -0.4 -0.3
H 3.8074 2.1923 0.4204 -0.1 -0.2 -0.3
C 6.8788 -6.1725 -8.2418 -0.4 -0.1 0.1
O 5.6760 -5.4998 -7.8821 0.5 -0.2 -0.4
C 4.5574 -5.9793 -8.6168 0.3 0.2 0.5
C 3.3188 -5.2747 -8.1052 -0.3 -0.9 -0.6
N 2.9784 -5.6848 -6.7434 0.4 -0.4 -1.5
C 1.9675 -4.7910 -6.2606 -0.4 0.3 0.7
C 2.0550 -4.6497 -4.7761 0.5 0.0 1.1
O 3.3751 -4.2156 -4.4479 0.1 -0.7 -0.1
C 3.6047 -4.1994 -3.0397 -0.6 -0.3 -1.3
H 7.6766 -5.7429 -7.6404 0.0 -0.1 -0.1
H 7.1330 -6.1145 -9.3064 -0.2 0.5 -0.1
H 6.7932 -7.2462 -8.0692 0.0 -0.2 0.4
H 4.4907 -7.0639 -8.4696 -0.2 0.0 0.0
H 4.7180 -5.8026 -9.6801 -0.1 0.2 -0.2
H 2.5090 -5.5483 -8.7904 -0.1 0.0 0.1
H 3.4034 -4.1862 -8.1585 0.4 0.2 -0.2
H 3.8607 -5.5984 -6.2665 -0.1 0.2 0.8
H 0.9530 -5.1446 -6.4816 0.2 -0.1 -0.3
H 2.1005 -3.8084 -6.7158 -0.2 0.4 0.0
H 1.8532 -5.5938 -4.2492 0.0 0.0 -0.2
H 1.3912 -3.8984 -4.3420 -0.5 0.0 -0.3
H 4.5583 -3.6811 -2.9602 -0.2 0.1 0.7
H 3.6370 -5.2311 -2.7077 0.3 -0.2 0.4
H 2.7149 -3.7311 -2.6055 0.5 0.4 0.6
C 3.0812 -7.7566 -0.9382 0.2 0.2 -0.4
O 1.9105 -7.1503 -1.4044 -1.1 -0.4 0.2
C 1.2946 -6.3058 -0.4266 1.1 0.7 -0.9
C 0.0623 -5.6912 -1.0659 -0.4 0.0 0.3
N -0.8954 -5.1334 -0.1171 -0.4 -0.4 -0.3
C -0.4052 -3.9614 0.5745 -0.4 0.0 -0.3
C -1.5495 -3.1867 1.2603 1.6 -1.2 -0.8
O -1.8251 -3.8798 2.4713 -0.1 0.7 -0.4
C -2.9952 -3.4078 3.1085 -0.2 -0.6 -0.3
H 3.8211 -6.9691 -0.8012 0.5 -0.1 0.3
H 3.4302 -8.4568 -1.6960 0.0 0.1 -0.1
H 2.9487 -8.3133 -0.0174 -0.2 0.0 0.4
H 2.0695 -5.5531 -0.2175 -0.2 0.2 0.5
H 1.0049 -6.7976 0.5034 0.1 -0.4 0.0
H -0.3855 -6.5247 -1.6139 -0.3 0.2 -0.1
H 0.2782 -4.8690 -1.7533 0.3 -0.3 -0.2
H -1.0909 -5.8196 0.5934 -0.1 -0.3 0.1
H 0.0601 -3.3507 -0.1959 0.1 0.5 0.1
H 0.3664 -4.2651 1.2855 0.1 0.5 0.4
H -2.3859 -3.2142 0.5630 -0.4 0.0 0.1
H -1.1815 -2.1677 1.3630 -0.3 0.3 0.7
H -3.2157 -2.3676 2.8740 0.5 0.4 0.5
H -2.8606 -3.6489 4.1601 -0.3 0.4 0.1
H -3.8851 -3.9145 2.7210 0.0 -0.4 0.1
C 2.0053 3.2463 -10.6296 -0.3 1.3 1.3
O 2.3339 3.8757 -9.3921 0.3 -0.9 1.2
C 1.9093 3.0958 -8.2541 -0.1 0.5 -0.7
C 2.3631 3.8018 -7.0018 0.0 0.7 -0.1
N 2.1610 3.0008 -5.7886 0.3 0.3 -1.1
C 2.4435 3.7613 -4.6002 -0.1 0.0 0.6
C 2.5282 2.8204 -3.4079 -0.3 0.1 -0.3
O 3.5771 1.8591 -3.5416 -1.1 0.1 0.5
C 4.8380 2.4415 -3.6450 0.6 -0.5 -0.2
H 2.5770 3.8558 -11.3323 -0.2 -0.7 -0.4
H 0.9234 3.3960 -10.7329 0.1 -0.3 -0.6
H 2.2462 2.1901 -10.5712 0.2 -0.2 -0.5
H 2.3155 2.0783 -8.2687 0.2 0.0 -0.2
H 0.8263 2.9980 -8.3037 -0.3 -0.1 0.2
H 1.8378 4.7549 -6.8816 -0.4 -0.2 0.0
H 3.3807 4.1735 -7.2276 0.2 -0.6 0.5
H 2.7894 2.2101 -5.8068 0.1 -0.2 0.0
H 1.6394 4.4808 -4.4299 -0.1 0.0 0.1
H 3.3523 4.3563 -4.6814 0.3 0.1 0.0
H 1.5784 2.2796 -3.3668 0.2 -0.3 0.0
H 2.5897 3.4052 -2.4824 0.4 -0.1 0.1
H 4.9579 3.2130 -2.8913 0.2 0.5 -0.1
H 5.0196 2.7681 -4.6707 0.1 0.6 0.1
H 5.5968 1.6741 -3.4742 -0.2 -0.1 0.2
C 2.2801 -2.1435 2.2575 -1.0 0.9 0.2
O 1.3340 -1.3852 1.5205 -0.6 -0.3 -0.7
C 1.8377 -0.9281 0.2635 -1.2 0.8 0.5
C 0.8041 0.0196 -0.4476 1.9 -1.0 -0.8
N 0.2206 1.0334 0.4081 0.1 -0.9 -0.3
C -0.7961 1.8622 -0.2281 0.0 -0.3 0.1
C -2.1279 1.1933 -0.5329 -0.6 -0.8 0.5
O -2.6960 0.6902 0.6700 0.4 0.5 0.8
C -3.8642 -0.0778 0.5087 0.9 -0.3 -0.7
H 1.8560 -2.2168 3.2598 0.2 0.1 0.1
H 3.1766 -1.5231 2.2677 0.6 -0.7 0.2
H 2.3719 -3.1740 1.9070 0.5 0.1 -0.4
H 1.9768 -1.7472 -0.4427 0.3 -0.3 0.0
H 2.7795 -0.4218 0.4886 0.1 0.1 -0.3
H 0.1744 -0.6308 -1.0874 -0.6 0.2 0.8
H 1.4482 0.4377 -1.2486 -0.3 0.5 0.3
H -0.1827 0.5081 1.1761 -0.2 0.3 0.3
H -0.3993 2.2493 -1.1682 0.1 0.1 -0.1
H -0.9495 2.7031 0.4426 -0.3 0.3 0.0
H -2.0443 0.3056 -1.1614 0.5 0.1 -0.7
H -2.8442 1.8725 -1.0029 0.2 0.2 -0.2
H -3.6216 -1.0768 0.0984 0.0 0.1 0.1
H -4.4945 0.4044 -0.2404 -0.6 0.1 0.3
H -4.2947 -0.2135 1.4966 -0.4 0.2 -0.1
```
Forces are in eV/Å.